# 1
12
Properties=species:S:1:pos:R:3:lowdin_charge:R:1 method="wB97M-V/def2-TZVPD" homo_energy_ev=-3.76 energy_ev=-8794.3337 largest_force_ev_per_a=2.33 smiles="CNCC(=O)[O-]" total_charge=-1 de_lowest_kcal_mol=20.4
H -0.231 0.207 1.990 0.075
O 2.425 -0.397 -1.485 -0.100
O 0.939 -1.990 -0.976 -0.104
C 1.312 -0.793 -1.087 -0.737
H -2.082 0.396 1.604 0.053
H -0.149 0.647 -1.771 0.096
C -1.043 0.478 1.280 -0.175
C 0.236 0.328 -0.797 -0.171
H -0.562 -1.230 0.248 0.066
H -0.837 1.550 1.209 0.053
N -0.821 -0.273 0.038 -0.144
H 0.813 1.076 -0.254 0.089

=====

# 2
6
Properties=species:S:1:pos:R:3:lowdin_charge:R:1 method="wB97M-V/def2-TZVPD" homo_energy_ev="-7.90 / -10.07" energy_ev=-22491.7767 largest_force_ev_per_a=3.43 total_charge=0 de_lowest_kcal_mol=155.3
H -2.021 -1.798 0.590 -0.017
Si 1.026 1.083 -0.054 0.343
O -1.168 -2.042 0.198 -0.451
Cl 0.363 -0.752 0.372 0.470
H 1.897 1.597 -0.945 -0.191
H -0.096 1.912 -0.162 -0.154

=====

# 3
14
Properties=species:S:1:pos:R:3:lowdin_charge:R:1 method="wB97M-V/def2-TZVPD" homo_energy_ev=-8.28 energy_ev=-26957.2101 largest_force_ev_per_a=0.77 smiles="C=CO.CSS" total_charge=0 de_lowest_kcal_mol=32.3
S 0.525 0.815 2.052 0.290
C 1.479 0.327 -0.922 -0.474
C -1.645 -1.719 -1.578 -0.276
C -2.015 -0.657 -0.877 -0.003
H 2.476 0.631 -1.241 0.031
H 1.619 -0.605 -0.381 0.014
H -2.831 -0.043 -1.232 0.058
H -2.061 -1.878 -2.560 0.106
H 0.896 -0.451 1.816 -0.205
H -0.065 -2.098 -0.629 0.070
H 0.870 0.201 -1.811 0.028
S 0.703 1.573 0.123 0.359
O -0.654 -2.588 -1.217 -0.014
H -1.577 -0.377 0.053 0.016